The following is a DFT calculation (the ωB97M-V functional and the def2-TZVPD basis) of a cluster of 2 separate species, C4H12 in total.

Last column: Mulliken charge in e.
Cartesian coordinates (Å):
C  0.698  2.904  0.690  -1.039
C  0.192  1.459  0.392  -0.813
H  -0.123  3.381  1.216  0.303
H  1.677  2.894  1.162  0.317
H  0.889  3.362  -0.282  0.299
H  0.971  0.938  -0.161  0.288
H  -0.664  1.571  -0.270  0.287
H  0.023  0.923  1.323  0.311
C  -1.054  -1.690  -0.606  -0.346
C  0.150  -2.659  -0.464  -0.942
H  -0.800  -0.724  -0.181  -0.120
H  -1.368  -1.578  -1.637  0.295
H  -1.798  -2.145  0.043  0.269
H  0.568  -2.650  0.537  0.291
H  -0.132  -3.663  -0.777  0.323
H  0.935  -2.372  -1.171  0.276

As for the HOMO-LUMO gap: 0.4657 Eh. As for the SMILES: CC.CC. The calculation puts the HOMO energy at -11.6 eV.